Record 1
3 unconnected molecules or ions with the total composition C14H12F12NO11S3. Source: OMol25; level of theory: the ωB97M-V functional and the def2-TZVPD basis.

As for the net charge: +1. The calculation puts the HOMO-LUMO gap at 7.38 eV. The calculation puts the HOMO energy at -12.7 eV.

Each line ends with the natural charge from an NBO analysis.
Positions of all 53 atoms, in Å:
1 O -3.934 -1.814 1.894  -0.8590
2 S -3.010 -0.967 1.214  2.1171
3 O -3.404 0.155 0.433  -0.8661
4 C -2.064 -2.045 0.136  -0.3211
5 C -1.976 -1.714 -1.211  -0.0669
6 C -1.303 -2.586 -2.068  -0.1561
7 C -0.722 -3.725 -1.564  0.1309
8 C 0.088 -4.682 -2.450  0.9751
9 F -0.501 -5.876 -2.532  -0.2830
10 F 0.173 -4.140 -3.673  -0.2864
11 F 1.326 -4.831 -1.957  -0.2928
12 N -0.858 -4.007 -0.252  0.0491
13 O -0.330 -5.196 0.158  -0.4485
14 C -1.508 -3.218 0.604  0.0762
15 C -1.806 -0.405 2.554  0.4229
16 F -0.911 -1.402 2.730  -0.3195
17 F -2.565 -0.294 3.641  -0.2665
18 C -1.072 0.961 2.359  0.5815
19 F -1.989 1.884 2.061  -0.2713
20 F -0.515 1.278 3.551  -0.2956
21 C 0.061 0.989 1.283  0.5545
22 F 0.073 2.208 0.722  -0.2761
23 F -0.237 0.080 0.322  -0.3211
24 C 1.510 0.702 1.804  0.9290
25 F 2.026 1.817 2.327  -0.2891
26 F 1.518 -0.264 2.729  -0.3006
27 F 2.258 0.304 0.769  -0.2935
28 H -2.412 -0.792 -1.575  0.2929
29 H -1.192 -2.345 -3.114  0.3028
30 H -0.148 -5.123 1.108  0.5052
31 H -1.601 -3.540 1.631  0.2695
32 C 0.587 5.251 3.032  -0.0984
33 C -0.135 4.415 4.073  -0.1014
34 O -0.435 5.351 5.110  -0.6853
35 S -0.748 6.791 4.478  2.5448
36 O -2.147 6.953 4.328  -0.8909
37 O 0.043 7.749 5.154  -0.8829
38 O -0.128 6.489 3.031  -0.6866
39 H 1.625 5.437 3.315  0.1971
40 H 0.547 4.822 2.034  0.2059
41 H 0.482 3.621 4.485  0.2095
42 H -1.071 4.005 3.687  0.1878
43 C 3.434 -0.660 -4.921  -0.0983
44 C 3.020 -2.011 -5.476  -0.1031
45 O 1.655 -2.149 -5.029  -0.6977
46 S 0.944 -0.725 -5.002  2.5595
47 O 0.176 -0.521 -6.171  -0.8750
48 O 0.338 -0.600 -3.714  -0.9520
49 O 2.258 0.158 -5.077  -0.6790
50 H 3.681 -0.715 -3.859  0.1950
51 H 4.253 -0.204 -5.469  0.2283
52 H 3.606 -2.833 -5.079  0.2205
53 H 3.036 -2.031 -6.566  0.2087

---

Record 2
2 unconnected molecules or ions with the total composition C14H12Si at a distorted geometry. Source: OMol25; level of theory: the ωB97M-V functional and the def2-TZVPD basis.

The calculation puts the HOMO-LUMO gap at 7.43 eV. The calculation puts the HOMO energy at -8.1 eV. For the energy relative to the best compared isomer or geometry (same formula, charge and spin), the calculation gives 35.5 kcal/mol.

Each line ends with the natural charge from an NBO analysis.
Positions of all 27 atoms, in Å:
1 C 2.210 -3.035 -0.083  -0.2027
2 C -4.093 1.016 0.504  -0.2097
3 C 2.631 -2.013 0.740  -0.2172
4 C 1.348 -2.793 -1.204  -0.2250
5 C -2.989 0.993 1.415  -0.2128
6 C -3.926 1.076 -0.875  -0.2200
7 C 2.017 -0.705 0.620  -0.2139
8 C 0.861 -1.502 -1.331  -0.2138
9 C -1.678 1.105 0.885  -0.1969
10 C -2.554 1.112 -1.384  -0.1902
11 C 1.184 -0.437 -0.432  -0.5128
12 C -1.428 1.136 -0.484  -0.5553
13 C 3.706 2.454 -0.245  -0.2267
14 C 3.369 3.108 0.675  -0.2495
15 Si 0.413 1.224 -1.164  1.0577
16 H 2.363 -4.167 0.212  0.2165
17 H -5.102 1.030 0.882  0.2112
18 H 3.132 -2.275 1.612  0.2080
19 H 1.060 -3.483 -1.997  0.2235
20 H -3.206 0.951 2.473  0.2171
21 H -4.730 1.225 -1.629  0.2217
22 H 2.246 -0.071 1.471  0.2120
23 H 0.190 -1.107 -2.108  0.1901
24 H -0.813 1.142 1.603  0.2037
25 H -2.389 0.999 -2.427  0.2025
26 H 4.051 1.768 -0.925  0.2297
27 H 3.012 3.673 1.594  0.2529

---

Record 3
A molecular structure, C14H13BrF14InS. Source: OMol25; level of theory: the ωB97M-V functional and the def2-TZVPD basis.

As for the net charge: -1. The calculation puts the HOMO-LUMO gap at 7.46 eV. The calculation puts the HOMO energy at -5.5 eV.

Each line ends with the Löwdin charge.
Positions of all 44 atoms, in Å:
1 F -4.315 1.855 -2.614  0.1327
2 C -4.639 0.798 -3.391  -0.5464
3 F -5.295 -0.081 -2.578  0.1153
4 F -5.563 1.224 -4.295  0.1089
5 C -3.451 0.173 -4.053  -0.1243
6 C -3.579 -0.384 -5.316  -0.0258
7 C -2.479 -0.995 -5.892  -0.0652
8 C -1.277 -1.058 -5.211  -0.0115
9 C -1.146 -0.503 -3.943  -0.1639
10 C 0.159 -0.589 -3.182  -0.4742
11 F 0.057 -1.700 -2.338  -0.0273
12 F 1.143 -0.987 -4.095  -0.0539
13 In 0.872 1.290 -2.129  0.3901
14 Br 1.837 2.850 -3.995  -0.1484
15 C 2.518 0.857 -0.748  -0.3143
16 C 2.048 0.131 0.531  -0.3041
17 C 1.681 1.097 1.671  -0.1764
18 C 2.018 0.567 3.082  -0.0809
19 C 0.799 0.384 3.947  -0.4585
20 F 0.085 1.551 4.011  0.1098
21 F -0.045 -0.556 3.451  0.1155
22 C 1.071 0.067 5.464  -0.4203
23 F 2.064 0.866 5.892  0.1174
24 F -0.028 0.340 6.180  0.1213
25 S 1.523 -1.736 5.915  0.7792
26 F 3.041 -1.366 6.204  -0.1394
27 F 1.171 -1.454 7.438  -0.1348
28 F 0.028 -2.167 5.626  -0.1252
29 F 1.921 -2.084 4.418  -0.1347
30 F 1.848 -3.230 6.311  -0.1216
31 C -2.244 0.127 -3.375  0.0242
32 H -4.518 -0.325 -5.847  0.1130
33 H -2.556 -1.428 -6.880  0.1007
34 H -0.425 -1.528 -5.678  0.1153
35 H -0.447 2.177 -1.376  -0.0827
36 H 3.284 0.263 -1.246  0.0300
37 H 2.981 1.806 -0.473  0.0225
38 H 2.809 -0.578 0.871  0.0944
39 H 1.162 -0.475 0.320  0.0902
40 H 2.202 2.042 1.527  0.1084
41 H 0.618 1.328 1.610  0.1109
42 H 2.708 1.226 3.604  0.1276
43 H 2.515 -0.395 2.986  0.1100
44 H -2.158 0.600 -2.405  0.0961